Molecular formula: C6H12N2
Method: DFT, the ωB97M-V functional and the def2-TZVPD basis

Element x y z (Å)
C  -0.25  1.15  1.82
C  -0.36  -1.94  -0.13
C  -0.09  -0.10  1.04
C  1.10  -0.91  1.21
N  -0.86  -0.64  0.08
N  0.89  -1.99  0.41
H  -0.76  -2.56  -0.96
H  1.54  -2.67  0.37
H  1.90  -0.87  2.02
H  -1.24  1.56  1.94
H  0.62  1.63  1.66
H  -0.25  0.80  2.87
C  0.22  2.19  -1.55
C  -0.69  1.29  -2.34
H  0.37  1.93  -0.55
H  1.22  2.16  -2.02
H  -0.27  3.19  -1.42
H  -1.17  1.81  -3.25
H  -1.43  0.84  -1.64
H  -0.30  0.48  -2.86

Properties
Relative energy (zero: lowest compared OMol25 entry of this formula, charge and spin): 2.0296 eV
SMILES string: Cc1c[nH]cn1.CC
Kohn-Sham gap: 0.33678 Eh
DFT total energy: -345.25328 Ha


Molecular formula: C6H12N2
Method: DFT, the ωB97M-V functional and the def2-TZVPD basis

Element x y z (Å)
C  1.51  1.99  -0.91
C  -1.12  -0.24  -1.46
C  0.70  0.89  -1.38
C  0.99  -0.23  -2.14
N  -0.62  0.91  -0.97
N  -0.20  -0.91  -2.18
H  -2.09  -0.57  -1.14
H  -0.55  -1.57  -2.85
H  1.79  -0.45  -2.83
H  2.43  2.09  -1.51
H  1.81  1.94  0.15
H  1.05  2.97  -0.99
C  -0.04  -1.21  2.41
C  -1.37  -0.46  2.22
H  -0.19  -2.28  2.20
H  0.65  -0.99  1.60
H  0.39  -1.05  3.40
H  -1.71  -0.52  1.19
H  -2.16  -0.90  2.82
H  -1.25  0.61  2.38

Properties
Relative energy (zero: lowest compared OMol25 entry of this formula, charge and spin): 0.4988 eV
SMILES string: Cc1c[nH]cn1.CC
Kohn-Sham gap: 0.34888 Eh
DFT total energy: -345.30953 Ha


Molecular formula: C6H12N2
Method: DFT, the ωB97M-V functional and the def2-TZVPD basis

Element x y z (Å)
C  0.63  0.42  -0.70
C  -0.48  -0.41  -1.36
C  -0.12  -1.31  1.01
C  1.92  0.60  -1.47
C  0.28  1.57  0.21
N  0.35  -0.94  -0.31
C  -1.56  -1.05  1.34
N  -1.87  -0.48  2.41
H  -1.50  -0.09  -1.15
H  -0.34  -0.87  -2.33
H  -2.86  -0.35  2.56
H  0.51  -0.82  1.76
H  0.04  -2.39  1.09
H  -2.28  -1.47  0.62
H  2.15  -0.30  -2.02
H  2.74  0.82  -0.79
H  1.82  1.43  -2.17
H  -0.65  1.42  0.75
H  1.07  1.73  0.94
H  0.16  2.48  -0.38

Properties
Relative energy (zero: lowest compared OMol25 entry of this formula, charge and spin): 1.7479 eV
SMILES string: [H]/N=C/CN1CC1(C)C
Kohn-Sham gap: 0.35628 Eh
DFT total energy: -345.26363 Ha


Molecular formula: C6H12N2
Method: DFT, the ωB97M-V functional and the def2-TZVPD basis

Element x y z (Å)
C  1.03  0.47  0.88
C  1.39  1.75  0.16
C  -2.68  0.03  -0.33
C  0.01  -0.72  -0.95
N  2.10  -0.44  0.92
C  -1.50  0.28  0.55
C  0.29  -1.95  -1.35
N  -0.32  -0.14  0.19
H  0.68  0.67  1.90
H  2.40  -0.71  -0.01
H  1.88  -1.29  1.44
H  -1.58  0.93  1.41
H  1.70  1.53  -0.86
H  0.54  2.42  0.14
H  2.21  2.24  0.69
H  0.62  -2.14  -2.36
H  0.17  -2.84  -0.71
H  -3.53  0.65  -0.04
H  -2.42  0.26  -1.37
H  -2.99  -1.01  -0.30

Properties
Relative energy (zero: lowest compared OMol25 entry of this formula, charge and spin): 3.3074 eV
Kohn-Sham gap (spin up / spin down): 0.28353 / 0.28361 Eh
DFT total energy: -345.20632 Ha


Molecular formula: C6H12N2
Method: DFT, the ωB97M-V functional and the def2-TZVPD basis

Element x y z (Å)
C  -1.13  1.34  0.77
C  1.19  -2.21  0.42
C  1.00  1.13  -1.60
C  0.64  -0.94  -0.18
N  -2.04  1.40  1.89
C  -0.82  -0.89  -0.20
C  1.43  -0.04  -0.77
N  -1.60  0.04  0.22
H  -2.90  1.86  1.60
H  -2.24  0.22  1.73
H  -0.09  1.26  1.11
H  -1.32  2.13  0.03
H  -1.32  -1.77  -0.59
H  2.50  -0.19  -0.72
H  0.80  -3.08  -0.12
H  2.28  -2.23  0.36
H  0.89  -2.31  1.46
H  -0.06  1.09  -1.83
H  1.21  2.07  -1.07
H  1.58  1.16  -2.52

Properties
Relative energy (zero: lowest compared OMol25 entry of this formula, charge and spin): 2.4615 eV
SMILES string: C/C=C(C)\C=N/CN
Kohn-Sham gap: 0.36713 Eh
DFT total energy: -345.23740 Ha


Molecular formula: C6H12N2
Method: DFT, the ωB97M-V functional and the def2-TZVPD basis

Element x y z (Å)
C  -0.40  -1.65  2.00
C  1.35  1.78  -1.27
C  0.06  0.26  0.29
C  -0.65  -0.91  0.42
C  0.07  1.06  -0.95
N  0.89  0.62  1.32
N  -0.98  -1.77  -0.58
C  -0.98  1.10  -1.78
H  0.72  -0.24  2.03
H  0.83  1.61  1.55
H  -1.34  -2.69  -0.34
H  -0.42  -1.73  -1.42
H  0.40  -2.38  1.87
H  -0.39  -1.15  2.97
H  -1.33  -2.22  2.07
H  1.50  2.62  -0.59
H  2.20  1.11  -1.14
H  1.35  2.16  -2.28
H  -1.93  0.67  -1.53
H  -0.97  1.75  -2.64

Properties
Relative energy (zero: lowest compared OMol25 entry of this formula, charge and spin): 2.7236 eV
SMILES string: C=C(C)/C(N)=C(/C)N
Kohn-Sham gap: 0.28000 Eh
DFT total energy: -345.22777 Ha


Molecular formula: C6H12N2
Method: DFT, the ωB97M-V functional and the def2-TZVPD basis

Element x y z (Å)
C  1.58  0.58  -1.38
C  0.41  1.12  -2.20
H  1.31  -0.39  -0.97
H  2.47  0.65  -1.99
H  1.60  1.28  -0.54
H  -0.56  0.64  -2.02
H  0.30  2.20  -2.16
H  0.37  0.86  -3.27
C  -1.15  1.24  0.89
C  -1.36  -1.28  1.01
C  -0.63  -0.13  1.20
C  0.67  -1.73  1.77
N  -0.52  -2.29  1.38
N  0.60  -0.42  1.68
H  -2.35  -1.50  0.66
H  -0.64  -3.28  1.59
H  -0.27  1.88  0.76
H  -1.67  1.76  1.70
H  1.53  -2.35  1.94
H  -1.69  1.18  -0.05

Properties
Relative energy (zero: lowest compared OMol25 entry of this formula, charge and spin): 0.5662 eV
SMILES string: Cc1c[nH]cn1.CC
Kohn-Sham gap: 0.34890 Eh
DFT total energy: -345.30706 Ha


Molecular formula: C6H12N2
Method: DFT, the ωB97M-V functional and the def2-TZVPD basis

Element x y z (Å)
C  0.52  -0.23  -2.34
C  -0.54  1.95  0.27
C  -0.29  0.53  -1.34
C  -1.54  0.33  -0.85
N  0.30  1.57  -0.67
N  -1.67  1.23  0.20
H  -0.20  2.77  0.88
H  -2.47  1.12  0.80
H  -2.40  -0.24  -1.17
H  1.29  0.46  -2.72
H  0.05  -0.55  -3.26
H  1.09  -1.02  -1.87
C  1.07  -1.37  1.91
C  1.61  -2.81  2.09
H  0.26  -1.35  1.18
H  0.86  -0.90  2.86
H  1.80  -0.75  1.39
H  1.11  -3.43  1.35
H  1.22  -3.23  3.02
H  2.66  -2.94  1.89

Properties
Relative energy (zero: lowest compared OMol25 entry of this formula, charge and spin): 0.5752 eV
SMILES string: Cc1c[nH]cn1.CC
Kohn-Sham gap: 0.35187 Eh
DFT total energy: -345.30672 Ha


Molecular formula: C6H12N2
Method: DFT, the ωB97M-V functional and the def2-TZVPD basis

Element x y z (Å)
C  -1.13  -3.06  -1.49
C  -1.25  -1.62  -1.03
H  -1.80  -3.26  -2.34
H  -0.12  -3.26  -1.87
H  -1.40  -3.74  -0.68
H  -1.15  -0.94  -1.88
H  -0.41  -1.30  -0.40
H  -2.20  -1.39  -0.54
C  1.63  1.49  2.55
C  0.97  1.37  -0.94
C  1.07  1.55  1.18
C  -0.23  1.79  0.85
N  1.81  1.27  0.06
N  -0.29  1.65  -0.52
H  1.20  1.11  -1.96
H  -1.01  1.93  -1.16
H  -1.12  2.09  1.38
H  1.01  1.96  3.30
H  2.63  1.92  2.62
H  1.80  0.46  2.87

Properties
Relative energy (zero: lowest compared OMol25 entry of this formula, charge and spin): 0.0885 eV
SMILES string: Cc1c[nH]cn1.CC
Kohn-Sham gap: 0.34973 Eh
DFT total energy: -345.32461 Ha


Molecular formula: C6H12N2
Method: DFT, the ωB97M-V functional and the def2-TZVPD basis

Element x y z (Å)
C  -2.03  0.14  -0.66
C  -0.88  1.10  1.25
N  -0.77  0.29  0.05
C  0.20  -0.94  -0.16
C  1.16  0.14  -0.25
N  1.23  0.93  -1.42
C  0.09  -2.22  0.15
C  2.27  0.07  0.59
H  2.12  1.38  -1.53
H  0.88  0.46  -2.24
H  -2.46  1.13  -0.86
H  -1.87  -0.35  -1.61
H  -1.56  0.63  1.97
H  -1.27  2.09  1.01
H  -2.75  -0.42  -0.05
H  0.09  1.25  1.70
H  -0.87  -2.70  0.14
H  0.99  -2.81  0.24
H  3.25  0.31  0.20
H  2.21  -0.48  1.51

Properties
Relative energy (zero: lowest compared OMol25 entry of this formula, charge and spin): 4.4961 eV
Kohn-Sham gap: 0.30232 Eh
DFT total energy: -345.16263 Ha


Number 9 is which compound? C6H12N2


Number 9 is which compound? C6H12N2


What is the relative energy (zero: lowest compared OMol25 entry of this formula, charge and spin) in the fifth record? 2.4615 eV


Number 2 is which compound? C6H12N2